# 1
Formula: CH25O12
Source: the Open Molecules 2025 dataset
Level of theory: wB97M-V/def2-TZVPD

The geometry in ORCA input format:
```
! wB97M-V def2-TZVPD RIJCOSX def2/J DEFGRID3
* xyz -1 1
C -0.63584 -0.04000 0.94126
O -1.19484 -0.02400 -0.39874
H -1.49584 -0.08900 1.61526
H -0.06484 0.76300 1.19326
H -0.08284 -0.99600 1.04526
O 0.15216 3.36500 0.81326
H 0.22116 2.76700 0.05126
H -0.77984 3.21100 1.09826
O 1.92516 -0.75200 2.63126
H 1.16116 -0.85900 2.06526
H 2.18316 0.17700 2.44426
O -0.18884 -0.59100 -2.93774
H -0.30784 -0.63900 -1.99974
H -1.01684 -0.95600 -3.31874
O 0.37816 1.85900 -1.36574
H -0.11684 1.09300 -1.09774
H 1.11816 1.56600 -1.96474
O 2.34116 -0.15500 -0.31774
H 1.90616 0.64500 -0.06874
H 1.75116 -0.89000 -0.59374
O -2.00184 -2.47900 -0.80274
H -1.71684 -1.62200 -0.42574
H -2.88684 -2.40400 -1.21774
O -3.35584 0.50800 -2.23074
H -2.66784 0.25500 -1.64674
H -2.93584 0.61100 -3.09774
O 2.21716 -3.33000 1.32626
H 2.10916 -2.63000 1.94326
H 3.03716 -3.10800 0.89326
O 0.85416 -2.39900 -0.92074
H -0.08484 -2.37700 -0.94774
H 1.09916 -2.75800 -0.07974
O -2.49384 2.32200 0.78226
H -2.60784 1.89700 1.61826
H -2.25584 1.63100 0.20826
O 2.30316 1.92800 1.91726
H 2.73416 2.17300 1.08026
H 1.40016 2.32700 1.76526
*
```

Results
- HOMO-LUMO gap (eV) = 9.31
- highest occupied orbital energy (eV) = -6.19
- maximum force (hartree/bohr) = 0.099
- energy relative to the best compared isomer or geometry (same formula, charge and spin) (eV) = 0.000
- electronic energy (a.u.) = -956.05224

---

# 2
Formula: CH25O13
Source: the Open Molecules 2025 dataset
Level of theory: wB97M-V/def2-TZVPD

The geometry in ORCA input format:
```
! wB97M-V def2-TZVPD RIJCOSX def2/J DEFGRID3
* xyz 3 1
O 1.96896 3.78869 2.29206
H 1.71892 3.36520 3.11652
H 1.43460 4.57171 2.14059
H 1.76744 3.22802 1.53930
O 4.02836 -3.78939 -0.61968
H 4.71373 -3.55801 -1.25080
H 3.41021 -3.08427 -0.41405
H 4.43110 -4.22427 0.13550
O -2.05455 -2.41846 3.47574
H -1.43563 -2.17119 2.78480
H -1.86548 -1.80057 4.18572
H -1.94394 -3.32045 3.78519
O -3.56370 2.38884 1.00065
H -3.26179 3.10249 0.43394
H -3.03713 1.62476 0.75466
H -3.37581 2.63399 1.90960
O 0.52680 4.31187 -2.78883
H -0.29333 4.66116 -2.43247
H 1.26718 4.87585 -2.55356
H 0.71667 3.44080 -2.43275
C 0.15179 -0.45049 -0.20601
O 0.67785 -1.26441 0.52412
O -1.09931 -0.57282 -0.34037
O 0.73903 0.63707 -0.43557
O 3.48620 -0.32168 3.94553
H 2.91562 0.28124 4.42214
H 2.89082 -0.83282 3.39737
O 5.11223 0.48663 -1.22551
H 4.23970 0.73049 -0.91654
H 5.14728 0.81043 -2.12560
O -6.26863 -1.57572 -0.91082
H -6.90028 -0.98749 -1.32461
H -5.46783 -1.46722 -1.42384
O -0.89417 -5.23820 -2.52306
H 0.01757 -5.52966 -2.51761
H -0.91981 -4.51849 -1.89250
O -3.29353 0.54246 -4.00335
H -2.89853 0.36922 -3.14882
H -2.78863 1.27469 -4.35711
*
```

Results
- HOMO-LUMO gap (eV) = 2.59
- highest occupied orbital energy (eV) = -12.63
- maximum force (hartree/bohr) = 0.129
- energy relative to the best compared isomer or geometry (same formula, charge and spin) (eV) = 9.106
- electronic energy (a.u.) = -1029.71776

---

# 3
Formula: CH27O13
Source: the Open Molecules 2025 dataset
Level of theory: wB97M-V/def2-TZVPD

The geometry in ORCA input format:
```
! wB97M-V def2-TZVPD RIJCOSX def2/J DEFGRID3
* xyz -1 1
C 7.52113 -16.13592 15.22060
O 8.23205 -16.60767 16.33178
H 6.43278 -16.23870 15.32986
H 7.64601 -15.06386 15.03003
H 7.74449 -16.59645 14.24851
O 8.48868 -19.49976 13.33537
H 7.96518 -18.74770 13.62480
H 8.59350 -20.02927 14.13063
O 6.51272 -17.27146 18.56526
H 7.19978 -17.01977 17.92476
H 6.63649 -16.67129 19.30445
O 4.22437 -17.68030 16.80203
H 3.96849 -17.42228 15.91285
H 4.99164 -17.13403 17.00187
O 7.99160 -13.82653 17.67076
H 7.04797 -13.66240 17.59757
H 8.07309 -14.78978 17.62625
O 4.71863 -13.47138 15.37090
H 5.32334 -13.87020 14.73800
H 5.04451 -12.57440 15.47204
O 5.79191 -15.21070 12.56629
H 5.79532 -16.04125 13.05622
H 6.12983 -15.43137 11.69445
O 9.52704 -18.36082 18.42370
H 9.34301 -17.85238 19.21595
H 9.19897 -17.80925 17.70166
O 7.10259 -19.28454 16.17091
H 7.70220 -18.52013 16.15660
H 6.24987 -18.92764 15.91080
O 5.54368 -18.09997 13.70079
H 6.20584 -18.10207 13.00348
H 5.04034 -18.90545 13.55661
O 9.26084 -12.93031 15.17079
H 10.17293 -12.66393 15.03727
H 9.29374 -13.59654 15.86826
O 7.15283 -12.91847 13.43994
H 7.75891 -12.94561 14.19358
H 7.00699 -13.85349 13.25502
O 10.99791 -16.38663 16.23708
H 11.18673 -17.12712 16.81861
H 10.03130 -16.41976 16.10806
*
```

Results
- HOMO-LUMO gap (eV) = 8.04
- highest occupied orbital energy (eV) = -5.65
- maximum force (hartree/bohr) = 0.017
- energy relative to the best compared isomer or geometry (same formula, charge and spin) (eV) = 0.651
- electronic energy (a.u.) = -1032.47824

---

# 4
Formula: CH27O16
Source: the Open Molecules 2025 dataset
Level of theory: wB97M-V/def2-TZVPD

The geometry in ORCA input format:
```
! wB97M-V def2-TZVPD RIJCOSX def2/J DEFGRID3
* xyz -1 1
O -4.50967 -20.74546 7.53248
H -3.92279 -21.23943 8.11545
H -4.05548 -20.00643 7.02111
H -5.00222 -21.38060 6.91574
C -6.04086 -22.09970 5.10190
O -5.11835 -21.04311 4.90558
O -6.66913 -22.45558 4.09225
O -6.48196 -22.24762 6.30676
O -4.52003 -25.27893 5.74849
H -4.33617 -24.33914 5.69838
H -5.46247 -25.41786 5.88672
O -6.89487 -19.19135 5.27953
H -6.35931 -19.92910 5.04564
H -6.87463 -18.64552 4.48792
O -8.09571 -20.65418 7.94648
H -7.47395 -21.05917 7.33187
H -7.76857 -19.76898 8.06702
O -8.93194 -20.82308 4.22635
H -8.25683 -21.42727 4.47722
H -8.50946 -20.12850 4.71488
O -3.61452 -21.00498 2.73653
H -4.16128 -21.09698 3.51060
H -3.79722 -20.06683 2.49160
O -3.29503 -22.72756 5.67989
H -3.97408 -22.23195 5.22023
H -2.48257 -22.67687 5.21718
O -4.62182 -18.29517 3.63804
H -4.91176 -17.39796 3.82398
H -4.43808 -18.63553 4.50847
O -4.83647 -24.31386 3.23941
H -5.50014 -23.66212 3.47117
H -4.76689 -24.86408 4.05462
O -6.37005 -20.37986 2.29705
H -6.06734 -19.71400 2.95816
H -6.48131 -21.18844 2.80195
O -6.20980 -22.94574 8.74994
H -6.26481 -22.65513 7.83185
H -5.61314 -23.68711 8.71763
O -8.42630 -24.56612 3.50883
H -9.28429 -24.21543 3.20473
H -7.89262 -23.84912 3.74409
O -7.08757 -24.86417 5.95575
H -6.78385 -23.96553 6.11976
H -7.75296 -24.69930 5.30396
*
```

Results
- HOMO-LUMO gap (eV) = 7.99
- highest occupied orbital energy (eV) = -6.75
- maximum force (hartree/bohr) = 0.105
- energy relative to the best compared isomer or geometry (same formula, charge and spin) (eV) = 2.723
- electronic energy (a.u.) = -1258.18789

---

# 5
Formula: CH27O16
Source: the Open Molecules 2025 dataset
Level of theory: wB97M-V/def2-TZVPD

The geometry in ORCA input format:
```
! wB97M-V def2-TZVPD RIJCOSX def2/J DEFGRID3
* xyz -1 1
C 0.13870 -0.46602 0.25832
O -0.24730 -0.26202 1.42432
O -0.33730 0.15998 -0.78868
O 0.93870 -1.35302 -0.00368
H -1.22830 0.54098 -0.73068
O -1.11130 2.84298 -2.44168
H -1.43830 2.78998 -1.57868
H -1.74230 3.14798 -3.24168
O 0.16970 3.33298 0.04732
H 1.00570 2.92898 0.14232
H -0.36830 2.74098 0.62432
O -3.16430 -0.45702 1.16532
H -2.28330 -0.53902 1.30732
H -3.10230 0.42798 0.86032
O -0.31230 -2.26402 -2.54768
H -1.18930 -2.08202 -2.01768
H -0.27930 -3.05902 -3.21668
O 2.19870 -2.94402 -1.63568
H 1.96570 -3.82802 -1.52768
H 1.33670 -2.48702 -1.71868
O -0.53230 0.31898 -3.82268
H -0.15230 -0.44502 -3.44268
H -0.65630 0.97798 -3.17368
O 2.22070 -0.78102 2.48232
H 1.50770 -0.80802 1.91932
H 1.73270 -1.20702 3.24532
O -1.45730 -3.00502 0.89732
H -1.01530 -2.11002 0.85732
H -1.23830 -3.34902 1.82432
O 1.42370 1.32498 4.12732
H 0.92070 1.68298 3.31832
H 2.21970 0.89998 3.84932
O -0.81330 2.26698 2.46832
H -0.83530 1.45298 2.23132
H -1.26430 2.54598 3.21532
O 3.48270 -2.65102 0.52632
H 3.37470 -2.98302 -0.37868
H 2.71970 -2.10802 0.59432
O -2.97730 1.92198 -0.45268
H -3.71430 1.71898 -1.00668
H -3.24030 2.64198 -0.01268
O 2.67070 0.96898 -1.01468
H 2.11570 0.16598 -0.80468
H 2.55770 1.38698 -1.82768
*
```

Results
- HOMO-LUMO gap (eV) = 8.43
- highest occupied orbital energy (eV) = -6.49
- maximum force (hartree/bohr) = 0.183
- energy relative to the best compared isomer or geometry (same formula, charge and spin) (eV) = 3.351
- electronic energy (a.u.) = -1258.16480

---

# 6
Formula: CH28InO17
Source: the Open Molecules 2025 dataset
Level of theory: wB97M-V/def2-TZVPD

The geometry in ORCA input format:
```
! wB97M-V def2-TZVPD RIJCOSX def2/J DEFGRID3
* xyz 1 1
In -0.86930 1.63211 -0.84669
C 0.53412 -0.06831 0.24099
O -0.37664 -0.30981 -0.75161
O 0.30030 -0.71797 1.31853
O 0.79333 1.16988 0.17730
O 0.65694 -3.18856 -2.32011
H 1.58844 -3.38621 -2.27672
H 0.41786 -2.92729 -1.42987
O 0.14533 1.63981 -2.69433
H 0.39481 2.08853 -3.49976
H 0.52413 0.73839 -2.89873
O 0.35030 3.54702 -0.82006
H 1.27384 3.53408 -0.48532
H 0.18274 4.44647 -1.03937
O 2.65377 -0.62705 2.69343
H 1.78360 -0.43905 2.30372
H 2.56806 -0.24943 3.55390
O 0.71222 -3.08946 0.36028
H 0.54940 -2.19503 0.66861
H 0.53301 -3.50630 1.16665
O -2.83931 0.64879 -0.28179
H -3.03692 -0.29417 -0.49152
H -3.66954 1.10191 -0.44519
O 1.11973 2.18146 2.48635
H 0.97090 1.76235 1.62679
H 1.26937 1.51858 3.14518
O 3.04528 1.10895 -1.28575
H 2.65223 0.59316 -1.98249
H 2.36626 1.08098 -0.63781
O 1.36997 -0.55489 -3.18372
H 1.05583 -0.54450 -4.06213
H 0.97651 -1.29426 -2.68706
O -2.06344 -2.14099 -0.01198
H -2.00809 -2.29517 0.93462
H -1.23347 -1.58416 -0.04233
O -2.00316 -0.13249 2.73393
H -1.84773 0.70115 3.26465
H -1.25318 -0.19309 2.15283
O -1.92039 -0.07266 -2.78045
H -2.04643 -0.97232 -2.64159
H -1.51979 -0.01653 -3.64564
O 0.42106 -2.33787 3.87169
H 0.13176 -1.64727 3.26552
H 0.52809 -3.16613 3.37525
O -1.58897 2.66705 0.93336
H -1.13851 3.21391 1.58760
H -2.45431 2.57639 1.38084
*
```

Results
- HOMO-LUMO gap (eV) = 7.37
- highest occupied orbital energy (eV) = -12.79
- maximum force (hartree/bohr) = 0.147
- energy relative to the best compared isomer or geometry (same formula, charge and spin) (eV) = 1.350
- electronic energy (a.u.) = -1523.83369

---

# 7
Formula: CH2Br2ClP
Source: the Open Molecules 2025 dataset
Level of theory: wB97M-V/def2-TZVPD

The geometry in ORCA input format:
```
! wB97M-V def2-TZVPD RIJCOSX def2/J DEFGRID3
* xyz 0 1
C -1.23648 1.13284 0.73808
P 1.26411 -2.31183 -1.53191
Cl -0.02025 2.24842 0.49937
Br 1.42133 -1.99892 0.62683
Br 1.38580 -0.32450 -2.28984
H -0.91533 0.02949 0.43282
H -1.89918 1.22449 1.52466
*
```

Results
- HOMO-LUMO gap (alpha / beta) (eV) = 8.34 / 6.95
- highest occupied orbital energy (alpha / beta) (eV) = -8.40 / -8.49
- maximum force (hartree/bohr) = 0.091
- energy relative to the best compared isomer or geometry (same formula, charge and spin) (eV) = 2.795
- electronic energy (a.u.) = -5988.80562

---

# 8
Formula: CH2Br2S
Source: the Open Molecules 2025 dataset
Level of theory: wB97M-V/def2-TZVPD

The geometry in ORCA input format:
```
! wB97M-V def2-TZVPD RIJCOSX def2/J DEFGRID3
* xyz 0 1
C -0.15320 0.17852 0.27657
S -0.21252 -1.30871 -0.75276
Br 1.50521 1.21973 -0.10025
Br -0.67936 -0.01412 2.00978
H -1.56939 1.21100 -0.59095
H 1.10925 -1.28642 -0.84239
*
```

Results
- HOMO-LUMO gap (alpha / beta) (eV) = 8.19 / 8.35
- highest occupied orbital energy (alpha / beta) (eV) = -9.05 / -9.34
- maximum force (hartree/bohr) = 0.087
- energy relative to the best compared isomer or geometry (same formula, charge and spin) (eV) = 3.414
- electronic energy (a.u.) = -5585.36715